[1]
Molecular formula: C22H47O8ReSSi
Method: DFT, the ωB97M-V functional and the def2-TZVPD basis

Its expectation value of S² is 0.76. As for the LUMO energy (spin up / spin down): -9.8112 / -9.5096 eV. The value obtained for the energy above the lowest of the compared OMol25 structures with the same formula, charge and spin is 0.0000 eV. The value obtained for the frontier orbital gap (spin up / spin down) is 6.785 / 7.825 eV.

ORCA input file:
```
! RIJCOSX wB97M-V def2-TZVPD def2/J DEFGRID3
* xyz 3 2
Re 0.10 2.78 0.03
C -0.05 4.42 2.59
C -0.12 5.48 1.51
O 0.50 4.93 0.32
C 1.94 5.20 0.31
C 2.52 4.42 -0.83
O 2.18 3.02 -0.60
C 2.40 2.23 -1.80
C 1.18 2.31 -2.76
O 0.08 2.91 -2.01
C -1.30 2.86 -2.54
C -2.24 2.24 -1.50
O -1.95 2.89 -0.21
C -2.65 2.39 0.97
C -2.08 3.17 2.13
O -0.61 3.20 2.03
H -0.61 4.69 3.49
H 0.97 4.16 2.88
H 0.38 6.40 1.80
H -1.14 5.72 1.22
H 2.36 4.86 1.26
H 2.10 6.27 0.19
H 3.60 4.52 -0.87
H 2.08 4.74 -1.78
H 2.56 1.21 -1.45
H 3.30 2.59 -2.29
H 0.86 1.31 -3.05
H 1.36 2.92 -3.64
H -1.30 2.27 -3.46
H -1.56 3.89 -2.76
H -2.09 1.17 -1.37
H -3.27 2.46 -1.77
H -2.46 1.31 1.03
H -3.72 2.59 0.86
H -2.34 2.72 3.09
H -2.43 4.20 2.11
C 3.99 -2.96 -0.11
C 2.78 -2.98 0.80
C 2.43 -4.38 1.27
C 2.88 -1.99 1.94
O 1.64 -2.52 -0.09
Si 0.10 -2.35 0.14
S 0.30 0.71 0.33
O -0.50 -2.48 1.58
C -1.85 -2.84 2.14
C -2.34 -4.06 1.39
C -1.59 -3.11 3.61
C -2.74 -1.63 1.92
O -0.83 -2.08 -1.10
C -0.81 -2.65 -2.48
C -0.21 -4.04 -2.42
C -2.26 -2.68 -2.91
C 0.02 -1.70 -3.32
H 4.86 -3.28 0.46
H 4.18 -1.96 -0.49
H 3.86 -3.65 -0.94
H 3.24 -4.77 1.88
H 2.29 -5.05 0.42
H 1.53 -4.37 1.89
H 3.72 -2.26 2.58
H 1.98 -1.99 2.56
H 3.06 -0.98 1.56
H -1.61 -4.87 1.47
H -2.53 -3.84 0.34
H -3.27 -4.41 1.84
H -0.95 -3.98 3.73
H -2.54 -3.31 4.10
H -1.13 -2.25 4.09
H -2.82 -1.40 0.85
H -2.34 -0.77 2.46
H -3.74 -1.83 2.30
H -0.75 -4.67 -1.72
H 0.85 -4.01 -2.15
H -0.28 -4.52 -3.40
H -2.85 -3.34 -2.27
H -2.34 -3.06 -3.93
H -2.70 -1.69 -2.88
H 1.03 -1.61 -2.91
H -0.45 -0.72 -3.36
H 0.11 -2.08 -4.34
*
```

=====

[2]
Molecular formula: C5H8ClFO
Method: DFT, the ωB97M-V functional and the def2-TZVPD basis

As for the LUMO energy: 0.7342 eV. The value obtained for the energy above the lowest of the compared OMol25 structures with the same formula, charge and spin is 1.2440 eV. As for the SMILES: CC/C(F)=C(\Cl)CO. The value obtained for the frontier orbital gap is 9.925 eV.

ORCA input file:
```
! RIJCOSX wB97M-V def2-TZVPD def2/J DEFGRID3
* xyz 0 1
C -1.55 -1.38 -1.35
C -0.14 -1.54 -0.68
C 0.50 -0.21 -0.36
C 0.35 0.55 0.77
C 1.27 1.68 1.00
H -2.24 -1.12 -0.49
H -1.90 -2.35 -1.75
H -1.65 -0.56 -2.09
H 0.63 -2.20 -1.15
H -0.42 -2.09 0.21
H 1.73 1.88 0.04
H 2.07 1.31 1.75
H 0.11 2.67 2.05
O 0.67 2.90 1.31
F 1.08 0.32 -1.43
Cl -0.53 0.14 2.16
*
```

=====

[3]
Molecular formula: C25H21AsBF7N3S3Zr
Method: DFT, the ωB97M-V functional and the def2-TZVPD basis

As for the LUMO energy: -3.7398 eV. The value obtained for the energy above the lowest of the compared OMol25 structures with the same formula, charge and spin is 1.1780 eV. The value obtained for the frontier orbital gap is 6.868 eV.

ORCA input file:
```
! RIJCOSX wB97M-V def2-TZVPD def2/J DEFGRID3
* xyz 1 1
Zr 0.24 -0.41 -0.36
F -1.09 2.33 4.18
C 0.16 2.72 3.88
F 0.72 3.18 5.00
F 0.07 3.76 3.02
C 0.98 1.61 3.28
C 2.14 1.17 3.88
C 2.90 0.17 3.27
C 2.48 -0.32 2.07
N 1.36 0.11 1.47
C 0.58 1.03 2.06
S -0.88 1.36 1.20
H 2.45 1.60 4.83
H 3.80 -0.20 3.74
H 3.04 -1.09 1.54
S -0.38 -2.11 1.41
C -1.33 -3.48 0.83
C -1.71 -4.45 1.76
C -2.43 -5.56 1.36
C -2.78 -5.72 0.02
C -2.42 -4.75 -0.90
C -1.70 -3.63 -0.50
As -1.10 -2.25 -1.72
C -1.52 -3.04 -3.46
C -2.71 -2.87 -4.14
C -2.90 -3.49 -5.37
C -1.89 -4.28 -5.91
C -0.70 -4.46 -5.22
C -0.51 -3.83 -4.00
C -2.50 -0.89 -1.47
C -3.10 -0.68 -0.22
C -4.03 0.33 -0.06
C -4.37 1.15 -1.12
C -3.79 0.95 -2.37
C -2.85 -0.06 -2.54
H -1.42 -4.32 2.80
H -2.71 -6.31 2.09
H -3.33 -6.59 -0.29
H -2.70 -4.87 -1.94
H -3.51 -2.28 -3.70
H -3.83 -3.35 -5.90
H -2.04 -4.76 -6.86
H 0.08 -5.08 -5.64
H 0.43 -3.96 -3.46
H -2.86 -1.33 0.61
H -4.49 0.48 0.91
H -5.09 1.94 -0.99
H -4.06 1.57 -3.21
H -2.38 -0.19 -3.51
F 3.73 -0.99 -2.07
B 2.49 -0.78 -1.63
F 2.31 0.47 -0.92
F 1.45 -0.76 -2.58
F 2.03 -1.74 -0.65
N 1.63 3.07 -2.93
C 0.89 2.71 -1.89
N 1.12 3.27 -0.71
S -0.36 1.56 -2.11
H 2.34 3.78 -2.87
H 1.46 2.62 -3.82
H 1.77 4.04 -0.60
H 0.47 3.09 0.05
*
```

=====

[4]
Molecular formula: C8H21HoINO4P2
Method: DFT, the ωB97M-V functional and the def2-TZVPD basis

Its expectation value of S² is 6.01. As for the LUMO energy (spin up / spin down): -8.2184 / -8.1181 eV. The value obtained for the frontier orbital gap (spin up / spin down) is 7.893 / 7.995 eV.

ORCA input file:
```
! RIJCOSX wB97M-V def2-TZVPD def2/J DEFGRID3
* xyz 2 5
C -4.85 0.80 -1.79
I -2.83 0.09 -1.21
H -5.06 1.68 -1.19
H -5.57 0.00 -1.59
H -4.82 1.03 -2.85
Ho 0.29 0.32 0.34
P -0.86 -1.33 2.21
C -1.41 -3.06 1.96
C 0.33 -1.33 3.61
H -0.11 -1.71 4.55
H -2.72 -0.73 3.73
H 0.70 -0.30 3.78
H -1.93 0.71 3.01
H -0.55 -3.66 1.66
H 1.20 -1.96 3.34
C -2.28 -0.32 2.81
H -1.87 -3.53 2.85
H -3.05 -0.26 2.02
H -2.14 -3.08 1.14
P 1.49 1.34 -1.92
C 1.74 0.48 -3.52
C 0.59 2.93 -2.19
H 3.09 2.39 -0.39
H 3.66 2.59 -2.08
H 3.82 1.00 -1.25
C 3.17 1.89 -1.38
H 0.50 3.46 -1.23
H 1.10 3.59 -2.91
H 2.24 1.08 -4.30
H 0.76 0.15 -3.90
H -0.43 2.71 -2.55
H 2.34 -0.42 -3.33
C -0.04 -1.46 -1.00
O -0.02 -2.45 -1.62
O 3.93 -0.03 2.24
N 3.49 -0.68 1.33
O 4.00 -1.52 0.61
O 2.10 -0.40 1.01
*
```

=====

[5]
Molecular formula: C8H14N3
Method: DFT, the ωB97M-V functional and the def2-TZVPD basis

As for the LUMO energy: -2.8193 eV. The value obtained for the energy above the lowest of the compared OMol25 structures with the same formula, charge and spin is 2.7828 eV. As for the SMILES: NN[C@H]([NH3+])Cc1ccccc1. The value obtained for the frontier orbital gap is 9.811 eV.

ORCA input file:
```
! RIJCOSX wB97M-V def2-TZVPD def2/J DEFGRID3
* xyz 1 1
C 3.53 -0.65 0.61
C 3.36 -0.16 -0.69
C 2.52 -0.47 1.56
C 2.13 0.37 -1.12
C 1.32 0.09 1.13
C 1.13 0.49 -0.23
C -0.23 1.10 -0.56
C -1.49 -0.09 -0.39
N -1.73 -0.31 1.09
N -2.74 0.45 -0.93
N -3.77 -0.49 -0.55
H 4.45 -1.11 0.92
H 4.21 -0.23 -1.49
H 2.68 -0.49 2.61
H 2.01 0.81 -2.18
H 0.61 0.41 1.95
H -0.46 1.90 0.19
H -0.11 1.49 -1.59
H -1.13 -1.11 -0.76
H -2.02 0.59 1.48
H -0.81 -0.52 1.55
H -2.67 0.51 -1.91
H -4.72 -0.17 -0.71
H -3.73 -1.35 -1.16
H -2.35 -1.05 1.19
*
```

=====

[6]
Molecular formula: C40H100As5F30N5O5
Method: DFT, the ωB97M-V functional and the def2-TZVPD basis

As for the LUMO energy: -0.0592 eV. The value obtained for the energy above the lowest of the compared OMol25 structures with the same formula, charge and spin is 0.3694 eV. The value obtained for the frontier orbital gap is 9.074 eV.

ORCA input file:
```
! RIJCOSX wB97M-V def2-TZVPD def2/J DEFGRID3
* xyz 0 1
C 15.17 28.77 17.41
C 14.96 28.06 16.09
N 13.65 27.27 15.98
C 13.82 26.54 14.68
C 13.44 26.19 17.07
C 14.46 25.08 17.06
C 12.56 28.24 16.07
C 11.43 28.21 15.06
O 11.77 29.09 13.99
C 11.05 28.77 12.86
H 16.26 29.00 17.45
H 15.04 28.04 18.23
H 14.69 29.78 17.55
H 15.74 27.31 15.89
H 15.13 28.75 15.25
H 12.91 25.93 14.59
H 14.71 25.91 14.80
H 14.01 27.19 13.78
H 12.44 25.79 16.90
H 13.40 26.75 18.05
H 15.47 25.39 17.04
H 14.41 24.32 16.25
H 14.59 24.57 18.04
H 12.97 29.28 16.02
H 12.08 28.08 17.05
H 10.43 28.61 15.57
H 11.21 27.25 14.64
H 9.96 28.99 12.97
H 11.17 27.74 12.62
H 11.43 29.43 12.06
C 10.51 24.83 23.83
C 10.87 24.28 22.48
N 10.88 25.23 21.35
C 11.98 26.23 21.52
C 11.09 24.53 19.99
C 10.17 23.36 19.53
C 9.52 25.96 21.35
C 9.33 27.08 20.38
O 9.54 26.79 19.05
C 8.39 26.79 18.20
H 9.44 25.07 23.92
H 11.08 25.68 24.20
H 10.74 24.03 24.50
H 10.22 23.41 22.24
H 11.84 23.84 22.47
H 11.83 26.79 22.43
H 11.99 26.79 20.61
H 12.90 25.67 21.70
H 12.09 24.07 20.03
H 11.03 25.35 19.28
H 9.09 23.70 19.41
H 10.20 22.52 20.23
H 10.56 23.00 18.55
H 9.47 26.48 22.27
H 8.70 25.22 21.18
H 10.06 27.83 20.73
H 8.36 27.46 20.61
H 7.86 25.79 18.24
H 8.65 26.97 17.18
H 7.59 27.50 18.53
C 16.87 18.55 19.16
C 15.89 18.24 18.11
N 14.47 18.64 18.41
C 13.53 17.81 17.54
C 14.18 18.40 19.92
C 14.34 16.98 20.36
C 14.36 20.15 18.10
C 14.39 20.37 16.61
O 13.08 20.16 16.12
C 13.08 19.92 14.73
H 17.76 18.39 18.63
H 16.74 17.91 20.02
H 16.98 19.58 19.56
H 15.85 17.17 17.94
H 16.08 18.67 17.15
H 13.84 17.84 16.49
H 12.51 18.20 17.64
H 13.65 16.76 17.89
H 13.23 18.86 20.16
H 14.92 18.96 20.46
H 13.65 16.27 19.84
H 14.01 17.05 21.43
H 15.35 16.55 20.40
H 15.27 20.45 18.56
H 13.44 20.56 18.57
H 15.05 19.76 16.08
H 14.70 21.43 16.31
H 12.07 19.72 14.50
H 13.55 18.98 14.47
H 13.57 20.74 14.20
C 19.13 19.78 10.20
C 17.85 19.43 10.80
N 16.81 18.84 9.83
C 16.73 19.80 8.66
C 17.13 17.46 9.30
C 17.31 16.39 10.34
C 15.53 18.76 10.56
C 14.76 20.05 10.94
O 13.94 20.42 9.82
C 13.72 21.91 9.77
H 19.91 19.92 10.91
H 19.00 20.62 9.52
H 19.48 18.97 9.57
H 17.43 20.31 11.29
H 18.04 18.77 11.65
H 15.84 19.68 8.04
H 17.63 19.75 8.08
H 16.71 20.85 8.93
H 18.07 17.52 8.79
H 16.34 17.21 8.60
H 17.91 15.60 9.94
H 16.26 16.02 10.66
H 17.80 16.68 11.25
H 15.69 18.11 11.44
H 14.87 18.12 9.91
H 15.36 20.86 11.36
H 14.20 19.77 11.85
H 13.14 22.13 8.88
H 14.62 22.49 9.82
H 13.09 22.11 10.59
C 20.81 22.45 16.87
C 20.41 23.75 16.16
N 19.50 23.68 14.98
C 20.18 22.91 13.94
C 18.23 22.99 15.45
C 17.18 23.09 14.37
C 19.20 25.05 14.50
C 20.31 25.98 14.17
O 20.89 25.67 12.92
C 20.23 26.00 11.74
H 19.92 21.90 17.20
H 21.30 22.72 17.80
H 21.44 21.65 16.35
H 21.25 24.28 15.78
H 19.92 24.39 16.85
H 19.57 22.85 13.03
H 20.37 21.90 14.24
H 21.09 23.46 13.71
H 18.03 23.41 16.42
H 18.51 21.93 15.69
H 17.49 22.91 13.37
H 16.71 24.05 14.46
H 16.35 22.43 14.57
H 18.58 25.48 15.26
H 18.57 24.96 13.62
H 21.14 26.06 14.85
H 19.90 26.96 14.26
H 19.61 25.21 11.33
H 20.99 26.14 11.02
H 19.73 26.92 11.90
As 18.99 27.92 17.75
F 20.16 27.66 16.35
F 17.95 26.74 16.86
F 17.83 27.95 18.99
F 20.12 29.00 18.43
F 18.31 29.16 16.82
F 19.81 26.65 18.58
As 14.57 22.30 21.31
F 14.33 24.02 21.18
F 13.38 22.24 22.61
F 14.97 20.66 21.61
F 15.38 22.25 19.83
F 15.89 22.77 22.38
F 13.16 21.93 20.35
As 17.21 24.29 10.27
F 15.50 24.64 9.92
F 16.70 22.67 10.93
F 18.87 23.79 10.63
F 17.78 25.74 9.56
F 17.03 24.88 11.90
F 17.30 23.52 8.67
As 17.94 18.88 14.69
F 18.35 20.18 13.58
F 19.53 19.01 15.47
F 17.51 17.60 15.80
F 16.38 18.61 13.90
F 18.65 17.79 13.49
F 17.14 19.98 15.83
As 9.76 24.43 15.19
F 10.82 23.09 15.41
F 8.88 23.97 16.57
F 8.65 25.76 14.96
F 10.64 24.96 13.80
F 8.77 23.44 14.24
F 10.78 25.43 16.24
*
```

=====

[7]
Molecular formula: C30H44ClMnN2O2Te2
Method: DFT, the ωB97M-V functional and the def2-TZVPD basis

Its expectation value of S² is 8.75. As for the LUMO energy (spin up / spin down): -2.2324 / -2.2745 eV. The value obtained for the energy above the lowest of the compared OMol25 structures with the same formula, charge and spin is 0.3882 eV. The value obtained for the frontier orbital gap (spin up / spin down) is 7.754 / 8.398 eV.

ORCA input file:
```
! RIJCOSX wB97M-V def2-TZVPD def2/J DEFGRID3
* xyz 1 6
Mn 1.69 -0.76 -1.77
C 1.92 -1.53 2.20
C 1.78 -1.25 0.74
O 2.51 -1.85 -0.07
N 0.85 -0.44 0.17
Te 0.13 1.31 0.67
C 1.00 2.44 2.27
C 2.37 2.45 2.48
C 3.38 1.65 1.69
C 2.87 3.28 3.49
C 2.05 4.10 4.23
C 2.60 5.00 5.30
C 0.69 4.12 3.94
C 0.13 3.31 2.96
C -1.34 3.46 2.67
C -1.67 0.53 1.47
C -1.83 0.06 2.78
C -0.81 0.21 3.88
C -3.04 -0.54 3.12
C -4.08 -0.67 2.21
C -5.39 -1.31 2.61
C -3.90 -0.18 0.93
C -2.71 0.43 0.54
C -2.60 0.97 -0.87
H 2.49 -2.45 2.31
H 0.95 -1.64 2.67
H 2.47 -0.73 2.69
H 2.99 1.25 0.76
H 3.78 0.84 2.29
H 4.22 2.29 1.42
H 3.94 3.29 3.66
H 3.65 4.79 5.50
H 2.05 4.90 6.23
H 2.53 6.05 5.00
H 0.04 4.80 4.48
H -1.73 4.35 3.16
H -1.92 2.61 3.03
H -1.54 3.57 1.60
H 0.21 0.21 3.52
H -0.92 -0.58 4.61
H -0.96 1.16 4.41
H -3.17 -0.91 4.13
H -5.32 -1.76 3.59
H -5.68 -2.09 1.89
H -6.19 -0.57 2.62
H -4.71 -0.26 0.21
H -3.50 0.72 -1.44
H -1.74 0.55 -1.40
H -2.49 2.05 -0.88
Cl 2.79 1.43 -1.51
C -2.11 -6.15 -2.23
C -1.27 -4.90 -2.20
C 0.03 -4.88 -2.67
C 0.76 -3.71 -2.63
N 0.27 -2.56 -2.15
C -0.98 -2.58 -1.68
C -1.77 -3.71 -1.68
H -1.50 -7.03 -2.46
H -2.88 -6.07 -2.99
H -2.61 -6.31 -1.28
H 0.49 -5.78 -3.07
H 1.79 -3.69 -2.98
H -1.34 -1.66 -1.25
H -2.77 -3.66 -1.28
C 2.81 -2.40 -5.42
Te 3.78 -1.42 -3.81
C 3.79 0.48 -4.77
H 1.82 -1.97 -5.57
H 2.72 -3.46 -5.20
H 3.40 -2.28 -6.32
H 4.66 0.56 -5.40
H 3.80 1.23 -3.98
H 2.88 0.56 -5.36
C -1.23 1.76 -4.34
C 0.11 1.60 -3.66
O 0.39 0.21 -3.38
H -1.41 2.81 -4.56
H -2.05 1.40 -3.72
H -1.25 1.22 -5.29
H 0.16 2.12 -2.71
H 0.91 1.98 -4.29
H -0.21 -0.36 -3.88
*
```